17
Properties=species:S:1:pos:R:3:forces:R:3:lowdin_charge:R:1 method="wB97M-V/def2-TZVPD" total_charge=0 homo_energy_ev=-8.479 mol_weight_g_mol=98.14 smiles="C=C/C=C/O.C=C" total_energy_ha=-309.77207 multiplicity=1 gap_ha=0.345 de_lowest_kcal_mol=44.1
C 1.5382 0.6231 -1.5655 0.0305 -0.0926 0.0812 -0.0114
C 1.9613 -0.3306 -0.7312 -0.0202 0.1102 -0.1218 -0.1984
C 1.1146 -1.1871 0.1099 -0.2076 -0.0336 -0.0325 -0.1234
C -0.1430 -1.5287 -0.1894 0.2655 0.1572 -0.1234 -0.2176
O -0.9773 -2.2584 0.5940 0.1305 -0.0721 0.1878 -0.0001
H 0.4846 0.8730 -1.6730 0.1567 -0.0572 0.0412 0.0493
H 2.2420 1.1952 -2.1632 -0.0922 -0.1213 0.0827 0.0510
H 3.0343 -0.4964 -0.6344 -0.1495 0.0271 -0.0324 0.0929
H 1.5537 -1.5652 1.0342 -0.0677 0.0506 -0.1040 0.1071
H -0.6299 -1.2459 -1.1186 0.1177 -0.0224 0.1042 0.1317
H -0.5392 -2.4283 1.4401 -0.1048 -0.0292 -0.1227 0.1083
C -2.1498 1.0184 0.8985 0.0909 0.0741 -0.0105 -0.0648
C -1.0620 1.7640 0.7351 -0.0969 -0.0741 0.0279 -0.0725
H -2.0965 -0.0648 0.9884 -0.0015 0.2142 -0.0133 0.0274
H -3.1416 1.4621 0.9498 0.1523 -0.0358 -0.0140 0.0463
H -0.0691 1.3230 0.6798 -0.1798 0.0573 0.0264 0.0261
H -1.1204 2.8465 0.6454 -0.0240 -0.1524 0.0232 0.0481

---

17
Properties=species:S:1:pos:R:3:forces:R:3:lowdin_charge:R:1 method="wB97M-V/def2-TZVPD" total_charge=0 homo_energy_ev=-6.971 mol_weight_g_mol=98.14 total_energy_ha=-309.67415 multiplicity=1 gap_ha=0.257 de_lowest_kcal_mol=105.6
C 2.2036 -0.0146 -0.4090 0.2138 -0.1508 -0.0040 -0.0004
O 1.2520 0.9196 0.1645 -0.1812 -0.1249 0.4317 0.0072
C 0.0892 0.4748 0.5016 0.2291 0.3555 0.0944 -0.3018
C -1.3656 -0.5530 -0.9352 -0.2533 -0.2944 -0.1797 -0.0652
C -0.8098 1.5443 1.0352 -0.0181 -0.0431 0.0525 0.0208
C -0.3864 -0.8450 0.2246 0.1218 -0.0679 -0.1124 -0.4751
C 0.0681 -1.9782 0.8297 -0.2161 0.4551 -0.5144 0.0075
H 1.8046 -0.4321 -1.3381 -0.0221 0.1322 0.2033 0.1068
H 3.0893 0.5887 -0.5971 -0.0557 -0.1194 0.0485 0.0960
H 2.3649 -0.8159 0.3076 0.1194 0.0233 -0.1124 0.0817
H -1.0007 0.2609 -1.5906 -0.1430 -0.2632 0.1334 0.0819
H -2.3809 -0.2887 -0.6242 0.0344 -0.1460 -0.0480 0.0732
H -1.3648 -1.4605 -1.5374 -0.2681 -0.0093 -0.0560 0.0805
H -1.7736 1.1206 1.3214 0.1942 0.0702 -0.0719 0.0977
H -0.9514 2.3488 0.3064 0.0923 -0.0924 0.0736 0.1041
H -0.3261 1.9717 1.9187 -0.0404 -0.0097 -0.0853 0.1056
H -0.5124 -2.8412 0.4220 0.1929 0.2848 0.1467 -0.0206

---

17
Properties=species:S:1:pos:R:3:forces:R:3:lowdin_charge:R:1 method="wB97M-V/def2-TZVPD" total_charge=0 homo_energy_ev=-7.982 mol_weight_g_mol=98.14 total_energy_ha=-309.72807 multiplicity=1 gap_ha=0.333 de_lowest_kcal_mol=71.7
C -2.2987 0.1606 0.0441 0.0156 -0.3280 -0.1832 -0.0683
C -0.8062 0.3007 0.1683 0.1829 -1.3221 -0.2325 -0.2781
C 0.0868 -1.5150 0.0329 -0.8547 1.3535 -0.0595 -0.0509
C 1.4810 -1.0962 -0.0602 0.0918 0.5506 0.3455 -0.1643
C 1.8461 0.1870 0.0974 0.5047 -0.0358 -0.5540 -0.0935
C 1.0764 1.3988 -0.3502 0.1391 0.1588 0.0767 -0.2218
O -0.2213 1.0729 -0.8014 -0.0441 0.0086 -0.1331 -0.1115
H -2.6468 -0.4378 0.8916 -0.0479 -0.0550 -0.2198 0.0791
H -2.5099 -0.3554 -0.8878 -0.3105 -0.0599 -0.0422 0.0785
H -2.8650 1.1056 0.0634 0.5037 -0.0980 -0.0065 0.0849
H -0.5559 0.7814 1.1549 0.1154 -1.2099 -0.3769 0.1445
H -0.0386 -2.5107 -0.4934 -0.9038 1.5859 -0.3295 0.0975
H -0.3254 -1.6822 1.0030 0.5598 -0.3875 1.1211 0.0556
H 2.2665 -1.8082 -0.3443 -0.2295 -0.0954 0.8009 0.1014
H 2.8865 0.3910 0.3133 0.3075 0.0903 -0.4758 0.0959
H 1.0260 2.2099 0.3982 -0.0201 -0.1863 0.0367 0.1215
H 1.5985 1.7976 -1.2299 -0.0098 0.0302 0.2319 0.1296

---

17
Properties=species:S:1:pos:R:3:forces:R:3:lowdin_charge:R:1 method="wB97M-V/def2-TZVPD" total_charge=0 homo_energy_ev=-8.495 mol_weight_g_mol=98.14 total_energy_ha=-309.67318 multiplicity=1 gap_ha=0.344 de_lowest_kcal_mol=106.2
C 1.4831 -0.5426 -0.4836 0.0121 -0.0412 -0.0232 -0.0742
C 0.6840 0.3805 0.4235 0.1658 -0.0223 0.0055 -0.3023
C 0.1316 1.7043 -0.1768 0.0549 0.1097 -0.0605 -0.0747
C -1.2876 1.2781 0.2131 -0.0699 0.2482 0.0849 -0.2332
O -1.8873 0.4829 -0.8491 0.0089 -0.1977 -0.0473 -0.0297
C -1.4997 -0.7009 -0.3725 -0.0129 0.3094 0.0491 0.0248
C -0.7749 -0.0406 0.8063 -0.0638 -0.2199 0.1602 -0.2076
H 1.6799 -1.5012 0.0083 -0.0225 0.1398 -0.0709 0.0728
H 2.4452 -0.0860 -0.7425 -0.1342 -0.0552 0.0441 0.0790
H 0.9443 -0.7536 -1.4138 0.0725 0.0378 0.1261 0.0774
H 1.2516 0.5855 1.3371 -0.0991 -0.0300 -0.1285 0.1350
H 0.4771 2.6029 0.3413 -0.0600 -0.1296 -0.0719 0.1146
H 0.2649 1.8369 -1.2548 -0.0177 -0.0179 0.1439 0.1227
H -2.0000 1.9802 0.6484 0.1124 -0.1038 -0.0588 0.1489
H -0.2850 -3.7040 -0.0420 -0.0189 0.0353 -0.0116 0.0265
H -0.6671 -3.0965 -0.2524 0.0484 -0.1108 0.0221 -0.0157
H -0.9601 -0.4260 1.8095 0.0239 0.0483 -0.1631 0.1356

---

17
Properties=species:S:1:pos:R:3:forces:R:3:lowdin_charge:R:1 method="wB97M-V/def2-TZVPD" total_charge=0 homo_energy_ev=-9.301 mol_weight_g_mol=98.14 smiles="C/C=C/CCC=O" total_energy_ha=-309.76190 multiplicity=1 gap_ha=0.376 de_lowest_kcal_mol=50.5
C 1.0765 -1.7200 -1.9514 -0.1597 -3.4179 0.9627 -0.1192
C 0.7728 -1.4170 -0.5048 -1.9523 2.8250 -0.7095 -0.1568
C 0.6558 -0.1360 -0.0429 0.9699 -0.6279 2.4228 -0.1214
C 0.1176 0.2135 1.3908 1.4147 -0.8518 1.0846 -0.1978
C -0.7724 1.4871 1.4125 0.1670 -0.4327 -3.4823 -0.1540
C -1.6635 1.7303 0.1511 -0.8122 -3.1790 1.1347 -0.2342
O -2.7313 1.1749 -0.0477 0.8072 0.5170 0.8407 0.0418
H 2.1271 -1.8970 -2.0734 0.7025 -0.1422 -0.3117 0.0571
H 0.7287 -1.1363 -2.7548 -0.5054 1.4625 -0.4088 0.0499
H 0.5644 -2.7309 -2.1290 0.8982 1.1854 -0.0128 0.0928
H 0.2348 -2.2390 -0.0081 0.4717 0.5978 0.2643 0.1023
H 1.2297 0.7842 -0.3678 -0.8538 -1.3641 -0.7526 0.1277
H 1.0469 0.5096 2.0552 -1.5989 -0.6733 -1.2638 0.1290
H -0.3346 -0.6902 1.9691 0.4708 1.5602 -1.3623 0.1314
H -0.1628 2.3626 1.5009 0.1942 0.5650 0.5662 0.0983
H -1.5810 1.4059 2.0269 -1.4837 -0.0911 2.9857 0.0705
H -1.3087 2.2980 -0.6266 1.2698 2.0671 -1.9578 0.0824

---

17
Properties=species:S:1:pos:R:3:forces:R:3:lowdin_charge:R:1 method="wB97M-V/def2-TZVPD" total_charge=0 homo_energy_ev=-8.237 mol_weight_g_mol=98.14 total_energy_ha=-309.65457 multiplicity=1 gap_ha=0.318 de_lowest_kcal_mol=117.8
O 0.1060 -0.8698 1.7936 0.1403 -0.0569 -0.2430 -0.0578
C 1.1521 -0.9255 1.1739 -0.2875 0.0500 -0.0056 -0.1858
C 1.4978 -0.1667 -0.0805 -0.1148 -0.0038 0.0211 -0.1553
C 0.6657 1.0930 -0.3366 -0.0416 0.0359 -0.0060 -0.2029
C -0.5431 0.9250 -1.2296 -0.0744 -0.1096 -0.0988 -0.1937
C -1.0350 -0.2153 -1.7028 0.1163 0.1357 0.1143 -0.0094
C -1.8850 -0.7953 1.4677 0.2371 0.3065 0.2684 0.1121
H 1.9436 -1.6030 1.5567 -0.1645 0.1575 -0.0374 0.1336
H 2.5722 0.0676 -0.0412 -0.2670 -0.0918 0.0659 0.1187
H 1.3804 -0.8719 -0.9172 0.1426 0.0274 0.1368 0.1175
H 1.3209 1.8570 -0.7765 -0.1467 -0.1362 0.0303 0.1110
H 0.3444 1.5071 0.6300 -0.0139 -0.0331 -0.1670 0.1147
H -1.0519 1.8553 -1.4823 0.0912 -0.0951 0.0268 0.0973
H -1.9209 -0.2453 -2.3346 0.2057 0.0932 0.1652 0.0611
H -0.6034 -1.1772 -1.4437 -0.0860 0.0716 -0.0585 0.0535
H -1.9392 0.2704 1.1556 0.2047 -0.1868 -0.0660 -0.0615
H -2.0047 -0.7054 2.5676 0.0585 -0.1645 -0.1464 -0.0531

---

17
Properties=species:S:1:pos:R:3:forces:R:3:lowdin_charge:R:1 method="wB97M-V/def2-TZVPD" total_charge=0 homo_energy_ev=-7.898 mol_weight_g_mol=98.14 smiles="C=CO.C#C.C=C" total_energy_ha=-309.62461 multiplicity=1 gap_ha=0.324 de_lowest_kcal_mol=136.6
C 0.3961 -1.4227 -0.5287 0.2963 -0.0358 -0.0207 -0.0635
C 1.5246 -0.7927 -0.0770 -0.0931 -0.1655 -0.3437 -0.3268
O 1.9895 -0.9357 1.1972 -0.1867 -0.0312 0.1478 -0.0005
H 0.0314 -2.3009 -0.0076 0.0264 0.1718 -0.0006 0.0785
H 0.1806 -1.3657 -1.5903 0.0280 -0.0048 0.1621 0.0858
H 2.3051 -0.4662 -0.7480 -0.1715 0.0033 0.0489 0.1044
H 1.2517 -1.2204 1.7535 0.1688 0.0328 -0.0255 0.1005
C 0.0100 1.9532 -0.4014 0.6134 -0.0389 -0.0380 -0.0668
C 1.1579 1.4989 -0.3433 -0.4622 0.3159 -0.0252 -0.0056
H -0.6261 2.8052 -0.5478 0.1029 -0.1600 0.0417 0.0591
H 2.2185 1.6327 -0.3953 -0.1650 -0.0483 0.0331 0.0528
C -1.5089 -0.5585 0.2946 -0.2210 0.1581 0.0796 -0.1291
C -1.6805 0.7977 0.1503 -0.2220 -0.2419 0.0904 -0.1653
H -1.2943 -0.9603 1.2820 -0.0193 0.0548 -0.1644 0.0671
H -1.9921 -1.2455 -0.3913 0.1139 0.1189 0.0560 0.0683
H -2.2717 1.1600 -0.6863 0.1320 -0.0419 0.1012 0.0704
H -1.6917 1.4208 1.0395 0.0590 -0.0873 -0.1428 0.0709

---

17
Properties=species:S:1:pos:R:3:forces:R:3:lowdin_charge:R:1 method="wB97M-V/def2-TZVPD" total_charge=0 homo_energy_ev=-9.242 mol_weight_g_mol=98.14 smiles="C1=CCOCCC1" total_energy_ha=-309.81989 multiplicity=1 gap_ha=0.379 de_lowest_kcal_mol=14.1
C 0.3770 1.5859 -0.1397 0.1331 -0.0460 0.0379 -0.1054
C 1.4523 0.8815 0.2079 -0.1127 0.0898 -0.0058 -0.0813
C 1.5674 -0.6238 0.2143 0.1236 0.0453 0.1096 -0.2155
O 0.6897 -1.2652 -0.6831 0.0262 0.0235 -0.0540 -0.1432
C -0.6167 -1.4892 -0.1995 -0.2343 -0.1147 0.0110 -0.2254
C -1.3260 -0.2342 0.3136 0.0220 -0.0067 0.0598 -0.1812
C -0.9795 1.0217 -0.4928 -0.0441 0.0091 -0.0339 -0.1916
H 0.4617 2.6721 -0.1458 0.0056 -0.1547 -0.0007 0.0977
H 2.3603 1.4143 0.4895 -0.1222 -0.0579 -0.0504 0.1000
H 1.4486 -1.0254 1.2363 -0.0319 0.0565 -0.1213 0.1279
H 2.5777 -0.8992 -0.1095 -0.1232 0.0588 0.0480 0.1217
H -0.6097 -2.2633 0.5864 0.0394 0.1191 -0.0913 0.1206
H -1.1561 -1.8999 -1.0593 0.0382 0.0650 0.1088 0.1235
H -1.0697 -0.0542 1.3644 -0.0028 -0.0156 -0.1097 0.1146
H -2.4067 -0.4216 0.2870 0.1420 0.0111 -0.0141 0.1114
H -1.0360 0.8073 -1.5687 0.0285 0.0127 0.1169 0.1207
H -1.7346 1.7922 -0.2991 0.1126 -0.0952 -0.0109 0.1056

---

Copy entry 5 word for word.
17
Properties=species:S:1:pos:R:3:forces:R:3:lowdin_charge:R:1 method="wB97M-V/def2-TZVPD" total_charge=0 homo_energy_ev=-9.301 mol_weight_g_mol=98.14 smiles="C/C=C/CCC=O" total_energy_ha=-309.76190 multiplicity=1 gap_ha=0.376 de_lowest_kcal_mol=50.5
C 1.0765 -1.7200 -1.9514 -0.1597 -3.4179 0.9627 -0.1192
C 0.7728 -1.4170 -0.5048 -1.9523 2.8250 -0.7095 -0.1568
C 0.6558 -0.1360 -0.0429 0.9699 -0.6279 2.4228 -0.1214
C 0.1176 0.2135 1.3908 1.4147 -0.8518 1.0846 -0.1978
C -0.7724 1.4871 1.4125 0.1670 -0.4327 -3.4823 -0.1540
C -1.6635 1.7303 0.1511 -0.8122 -3.1790 1.1347 -0.2342
O -2.7313 1.1749 -0.0477 0.8072 0.5170 0.8407 0.0418
H 2.1271 -1.8970 -2.0734 0.7025 -0.1422 -0.3117 0.0571
H 0.7287 -1.1363 -2.7548 -0.5054 1.4625 -0.4088 0.0499
H 0.5644 -2.7309 -2.1290 0.8982 1.1854 -0.0128 0.0928
H 0.2348 -2.2390 -0.0081 0.4717 0.5978 0.2643 0.1023
H 1.2297 0.7842 -0.3678 -0.8538 -1.3641 -0.7526 0.1277
H 1.0469 0.5096 2.0552 -1.5989 -0.6733 -1.2638 0.1290
H -0.3346 -0.6902 1.9691 0.4708 1.5602 -1.3623 0.1314
H -0.1628 2.3626 1.5009 0.1942 0.5650 0.5662 0.0983
H -1.5810 1.4059 2.0269 -1.4837 -0.0911 2.9857 0.0705
H -1.3087 2.2980 -0.6266 1.2698 2.0671 -1.9578 0.0824